Entry 1:
Density functional theory data (ωB97M-V with the def2-TZVPD basis set) for a cluster of 12 separate species, C31H80BrO16PS2 in total in a non-equilibrium geometry.

Geometry as XYZ:
```
131
Properties=species:S:1:pos:R:3:forces:R:3
H 5.591587 -2.057396 -4.222269 0.211 0.134 -0.128
H 2.789016 -6.356272 -3.022323 -0.035 -0.036 0.030
H -13.531916 4.382288 1.770119 -0.079 -0.086 -0.086
C 2.312819 -1.447171 -1.818704 -0.301 -1.611 1.414
H -8.191453 5.386108 1.212560 0.079 -0.034 0.046
Br -0.169795 -3.125291 -2.369677 0.062 0.083 0.535
H -2.251024 -0.582691 4.945458 -0.080 0.026 -0.070
C -12.652470 3.750991 1.624472 0.065 0.099 0.275
H -9.485689 4.190010 1.449242 0.198 0.139 -0.148
H -8.347209 4.024966 0.079505 -0.026 0.136 -0.045
C 1.986069 2.105928 0.514118 0.680 0.345 0.961
O 5.361107 -6.389415 -2.456040 -0.009 0.044 -0.003
C -8.453050 4.334495 1.122848 -0.112 -0.333 -0.005
O 1.558373 1.085299 -3.928320 0.049 3.363 -2.768
O 5.787340 2.439526 2.479234 0.036 -0.029 0.094
C 2.897824 -4.297530 -3.429031 -0.566 -0.210 -1.078
O -6.674263 1.226119 7.979108 -0.100 -0.021 -0.012
H 4.740321 1.434105 0.345881 0.206 -0.205 0.105
C -0.063248 -0.469750 0.226107 -0.496 0.646 0.036
O 0.281034 2.564368 -6.170203 0.009 0.156 -0.053
O -1.129091 0.329587 0.816567 0.240 -0.699 0.175
H 4.147395 -8.510236 -8.794915 -0.009 -0.046 0.038
H -8.574585 1.795391 7.366593 -0.044 0.106 -0.088
H 2.717046 3.919053 -0.416723 0.007 0.211 0.081
C 6.022272 -7.650466 -2.384426 0.096 0.234 -0.127
H 6.236578 -8.025322 -3.387934 0.026 -0.130 0.053
H -4.345924 1.141471 8.877454 0.009 0.032 -0.087
H -2.785070 -0.954820 2.403276 0.014 -0.156 -0.195
H -2.171062 2.887771 8.378467 -0.022 -0.102 -0.078
H -0.622757 4.358898 -6.529621 0.002 -0.034 -0.018
C 3.808766 -1.364132 -2.148651 0.039 -0.101 -0.926
H 4.998289 -1.904671 1.702874 -0.237 -0.111 0.365
C 2.081518 -5.591618 -3.344306 0.543 -0.851 0.818
O -2.929765 0.202835 -0.455940 -1.840 1.360 -2.823
C 6.378872 1.512493 3.383424 0.074 0.310 -0.092
H 2.588432 -8.321120 -6.441098 0.103 0.011 0.063
H 0.909754 2.035777 0.655645 -0.047 -0.456 -0.290
H -7.378691 1.575562 6.058085 -0.069 0.124 -0.056
H 6.317440 3.243173 2.502957 -0.120 -0.048 -0.051
H 2.447790 1.632617 1.391014 0.005 -0.125 -0.127
H 5.788540 0.598952 3.366289 -0.044 0.036 -0.038
H -12.521842 3.561856 0.561912 0.063 0.035 0.010
H 0.792734 -0.306229 0.874173 0.082 -0.031 -0.112
C 2.297269 3.636885 0.553708 0.399 -0.390 -0.840
H 6.021590 -1.012977 -2.861863 0.182 0.202 -0.165
H 1.338256 -2.575170 -0.182473 -0.032 0.004 -0.330
C 3.063057 -1.630396 0.677450 0.577 -0.996 0.296
O -0.557350 4.894219 0.509429 -0.297 0.094 -0.028
H 5.745891 -0.279337 -4.477515 -0.081 -0.005 -0.053
H 5.953878 -5.779755 -2.907940 -0.103 -0.037 0.042
C 4.127413 1.883770 -1.731012 1.253 0.028 1.953
C 4.290155 -2.472035 1.100858 0.303 0.277 -0.545
H 5.715956 2.653345 -0.425404 0.024 -0.041 0.073
H -2.019852 1.708436 4.723424 -0.057 0.126 0.040
H 3.666914 -4.517724 -4.177377 0.149 0.133 0.104
H 2.607973 -7.636416 -8.648392 0.089 0.083 -0.109
O -4.519245 3.208347 2.379025 0.096 0.064 -0.072
H -0.492320 3.924623 -4.811116 -0.004 0.165 0.002
H -5.397297 3.568083 2.198346 -0.125 -0.055 0.103
H -12.794450 2.799749 2.142930 -0.106 -0.038 -0.093
P 2.444486 1.465469 -1.137921 -1.488 1.188 -1.639
C 0.018976 3.902503 -5.778213 0.156 -0.329 0.081
C -4.023011 2.672336 1.157461 -0.334 0.222 0.257
C 3.504198 -7.959449 -8.112172 -0.173 0.008 0.285
H 6.381304 1.917074 4.398516 0.038 -0.146 0.061
H 5.992790 0.996825 -0.888581 -0.132 -0.201 0.232
H 0.849834 2.173850 -5.494997 -0.095 -0.156 -0.045
H -0.047968 1.092959 -1.185781 -0.087 0.032 -0.050
C -3.771745 2.036493 9.088411 0.346 0.224 0.018
C -2.990051 1.207025 4.708782 0.027 -0.155 0.085
H 2.851352 -3.257362 -0.701378 -0.135 -0.071 -0.315
S 1.485326 -6.096718 -4.990181 -0.134 0.204 -0.557
O 3.157201 -8.822166 -7.037113 -0.001 -0.041 -0.061
C -1.127272 6.175030 0.259481 -0.133 -0.287 -0.004
H 1.329016 -3.418581 -4.607643 -0.077 0.021 0.017
C -2.856053 -1.302175 1.365093 0.399 0.175 0.602
H -0.355564 6.925456 0.414118 0.043 -0.055 0.012
H 4.334892 -0.694043 -1.458401 -0.292 0.018 0.111
H 4.614800 -4.343918 2.818991 0.163 0.494 -0.340
H 4.254505 -2.356691 -2.011739 -0.059 -0.002 -0.065
H -0.578022 -0.406628 -1.879171 0.130 -0.194 -0.023
H -3.441831 1.251462 5.700937 0.047 0.157 0.013
C 1.625426 -0.082094 -1.745219 0.122 1.099 -0.523
C 2.127725 -3.063155 -3.958598 0.294 -0.800 0.531
O -11.482994 4.409677 2.105498 -0.257 -0.041 0.075
H -1.954406 6.364212 0.948058 -0.008 0.133 -0.037
C -2.362853 -0.202720 0.472012 1.212 -1.266 2.163
C 1.463251 -2.146249 -2.914993 0.339 0.537 -2.081
C 1.392317 0.153787 -3.284460 0.144 -4.151 3.803
H 3.429361 -4.151878 -2.492679 -0.152 0.016 0.085
C 5.210416 1.700960 -0.594368 -0.062 0.347 -0.973
H -3.640089 1.704848 3.992084 0.043 -0.078 -0.020
C 5.439478 -1.061411 -3.788667 -0.507 -0.485 0.374
H 3.419749 -0.624148 0.458042 -0.239 0.062 -0.039
C -7.527850 1.929228 7.081031 0.030 -0.308 0.051
H -1.249485 4.237618 0.369790 0.113 -0.002 0.051
H 1.375933 4.210324 0.647700 0.308 -0.077 0.295
H -6.904850 0.292638 7.924997 0.066 0.092 0.032
H 6.953374 -7.560506 -1.819607 0.009 -0.140 0.012
H 4.826967 -2.730846 0.185929 0.155 -0.113 0.089
H -7.800954 2.651632 1.862204 0.059 0.089 0.070
O -2.829110 -0.157726 4.303090 0.025 -0.010 0.154
H 3.051547 3.892179 1.297154 -0.200 -0.049 0.179
H -3.880058 -1.591861 1.153748 0.027 0.067 -0.283
H 7.403329 1.282713 3.078656 0.008 -0.116 0.101
O -7.560387 3.579929 1.950163 0.186 0.007 0.001
O 0.968673 -1.067636 -3.727369 0.098 0.040 -0.758
H 4.131333 2.955032 -1.929720 -0.419 -0.030 -0.231
H 5.363336 -8.349618 -1.876129 -0.045 0.059 0.004
H 4.432902 1.410519 -2.659960 -0.472 -0.291 -0.001
H 1.305866 -5.569423 -2.583916 -0.290 0.201 -0.284
H -3.950140 3.459565 0.400418 0.059 -0.118 -0.144
H 0.543901 -7.041321 -4.772997 0.263 0.302 0.502
H -3.032980 2.260286 1.339658 0.004 0.025 0.071
C 0.158756 0.023240 -1.204714 0.509 -0.048 0.585
H -2.191486 -2.162196 1.251765 -0.080 -0.041 0.072
H -11.609599 4.572888 3.046423 0.086 0.029 -0.101
H -4.680829 1.878205 0.798112 0.136 -0.034 -0.179
O -2.670033 2.088130 8.183044 0.031 -0.043 0.019
H 4.043541 -7.084039 -7.740190 0.013 0.061 -0.140
H 0.950701 4.472318 -5.711811 -0.082 0.147 0.043
H 2.792349 -2.515180 -4.619126 -0.042 0.509 0.377
H -1.486193 6.237257 -0.770777 -0.018 0.142 0.009
S 3.714494 -4.019818 1.869350 -0.397 -0.307 0.165
H 2.416329 -1.612466 1.555435 -0.154 0.334 -0.129
C 2.336154 -2.314451 -0.525933 -0.209 1.014 1.006
H -0.353872 -1.520399 0.261871 0.101 -0.029 0.005
H -4.411296 2.910582 8.950527 -0.155 -0.096 0.098
O 4.053353 -0.931937 -3.475988 0.276 0.490 0.168
H -7.276765 2.985656 7.132098 0.054 -0.023 0.036
H -3.411351 1.999794 10.120593 -0.121 0.000 0.048
```
Forces are in eV/Å.

Output
Gap between HOMO and LUMO: 6.954 eV
HOMO level: -6.7 eV
Energy: -167198.4171 eV
SMILES string: CCP(CC)[C@@]1(CCOC(C)=O)C(=O)O[C@@](Br)(CCCS)[C@@]1(CCCS)COC.CO.CO.CO.CO.CO.CO.CO.CO.CO.CO.CO
Strongest force on any atom: 0.10952 Eh/bohr

---

Entry 2:
Density functional theory data (ωB97M-V with the def2-TZVPD basis set) for a structure of composition C50H61MnN6O6P2S3 in a non-equilibrium geometry.

Geometry as XYZ:
```
129
Properties=species:S:1:pos:R:3:forces:R:3
C -3.738227 0.592569 -4.733564 -0.009 -0.012 0.053
H -4.159293 -0.566251 -2.151555 -0.058 -0.004 0.007
C -1.904171 -2.543293 2.914602 -0.046 0.043 0.267
H -4.372421 -4.644882 3.798984 -0.036 -0.018 0.031
C 4.286000 0.044567 1.932505 -0.163 -0.173 0.066
H 1.914222 0.980552 -5.798036 0.028 0.018 -0.045
C 1.601605 1.749819 -0.824534 0.301 0.193 0.058
H 2.678370 -2.691130 0.226956 0.042 0.039 -0.039
C -1.721607 3.372825 -5.127195 -0.006 0.046 0.031
C 1.740359 -4.923295 2.454694 0.081 -0.013 0.044
H -0.506435 4.668621 -3.025326 0.028 0.060 -0.023
H 1.617290 1.582403 -4.162313 0.017 -0.048 0.042
H -3.350321 0.453383 -5.740413 0.076 -0.021 -0.074
C -3.643771 -2.574402 1.192799 -0.022 -0.095 0.070
O 4.915555 0.275186 5.423364 -0.003 -0.040 0.043
C -0.683914 -0.273410 4.076245 0.185 -0.013 -0.038
H 1.821346 -5.713344 1.715770 -0.019 -0.052 -0.015
P -0.362162 -1.484494 2.756482 -0.560 -0.200 0.260
C 5.348246 -0.122026 2.850662 0.472 0.175 -0.128
H 1.167861 -0.885565 -1.497252 0.205 -0.623 -0.670
H -0.116284 -1.724298 -4.865834 -0.063 -0.028 0.006
C -2.733805 5.329374 3.412504 0.143 -0.078 -0.004
C -3.455005 0.262910 -2.261967 0.095 0.016 -0.038
N -0.316085 0.622542 -2.266684 0.316 -0.398 0.411
C 1.473832 -2.932745 4.374461 0.030 -0.051 0.015
H -4.054532 -2.217021 0.259559 -0.012 0.004 -0.069
O -0.622479 1.801896 1.043522 0.366 -0.127 -0.255
H -4.652945 -0.002652 -4.651677 -0.011 -0.030 0.004
N -2.670532 2.716124 0.515388 0.131 -0.136 0.050
H -4.016218 1.185277 -2.160843 -0.024 0.060 0.006
C -2.768709 0.132149 -3.639803 -0.020 -0.052 0.029
H 2.233627 -4.594801 -1.060203 0.046 0.001 -0.125
O -1.260496 -0.712347 0.059337 0.403 -0.116 0.288
C -1.452793 3.569295 2.377704 -0.039 -0.168 -0.187
N 2.449192 2.556584 -1.058659 -0.339 -0.518 0.038
H 1.357561 -0.059191 4.734374 -0.078 0.038 0.021
H -1.463670 -0.404910 -6.457199 -0.039 -0.044 0.012
C -1.685723 5.494528 4.313883 -0.032 0.022 0.026
H -2.165132 -1.602724 -4.851763 0.032 -0.005 -0.070
N 1.274714 -1.782620 -1.014031 0.235 0.482 -0.317
C 0.580865 -0.900249 -4.727470 -0.051 -0.043 0.023
C 6.963916 0.606197 1.255883 -0.007 0.023 -0.098
H 0.058307 3.229434 -2.173959 -0.049 0.011 0.030
S 1.498206 -0.238948 1.781412 -0.419 0.226 -0.090
H 0.033970 0.162786 -7.177344 0.021 -0.010 -0.001
C 3.059553 -0.283299 2.575251 0.074 -0.082 -0.204
C -3.810735 -3.927854 3.215435 -0.072 0.013 -0.107
H -2.556264 2.859015 -5.597122 -0.077 -0.060 -0.016
H 0.921818 -0.898767 -3.692640 0.069 0.003 0.046
C 0.913800 -3.840236 2.225764 -0.071 0.042 -0.040
C -2.524562 -1.367731 -3.852182 -0.050 0.060 -0.039
C -0.720496 0.389272 -6.415981 0.037 -0.088 0.010
H -2.189498 -3.779578 4.646703 0.012 -0.008 0.049
H -2.742425 0.211229 -1.438771 -0.008 -0.045 -0.049
H -4.029986 1.631118 -4.624720 -0.027 0.101 0.034
C -0.535049 4.710602 4.238624 -0.039 -0.057 -0.036
C 2.634673 -2.129485 -0.721339 -0.048 -0.074 0.374
H -5.290221 -3.855112 1.671270 -0.036 -0.026 -0.005
H -1.822415 -1.749931 -3.117980 0.074 -0.046 0.079
C -2.579786 4.353279 2.447682 0.043 0.250 0.209
S -3.630908 3.872507 1.109044 0.006 -0.103 -0.056
H -2.600090 4.329007 -2.689716 -0.033 0.035 0.004
O -4.852082 3.322795 1.639226 -0.124 0.029 -0.043
H 1.435911 -1.069975 -5.388775 0.017 -0.032 -0.049
P -1.084913 1.003222 -3.537470 -0.181 0.142 -0.290
C 0.387921 -2.819012 -1.433001 -0.082 -0.068 0.155
C -0.037202 0.467622 -5.049834 0.072 0.056 0.087
H 7.435008 0.040450 3.283634 0.025 -0.009 0.027
C 0.992174 -3.733309 -2.490209 0.108 -0.132 -0.076
C -4.326817 -3.483287 1.997700 0.063 0.000 0.054
C -0.002598 1.095886 5.928432 -0.031 0.010 -0.059
C 5.926594 0.760347 0.316297 0.024 -0.055 0.067
O 5.106088 -2.033741 4.650119 0.039 -0.065 0.063
H 0.100177 -3.438640 -0.568956 -0.004 0.039 -0.130
C 4.612693 0.490871 0.632043 -0.097 0.069 -0.141
C 2.454434 -5.010099 3.647346 -0.028 0.007 -0.039
H 0.262114 4.862397 4.954301 0.014 0.012 0.029
H 3.115322 -5.846683 3.830011 0.027 -0.025 -0.006
H -1.204983 1.314425 -6.708877 -0.044 0.138 0.007
H -3.557853 2.958693 -3.213511 -0.066 -0.024 -0.044
C -1.416602 2.859257 -3.716324 -0.058 0.019 0.086
H -1.765255 6.247408 5.088774 0.011 0.003 -0.002
C -1.995789 0.165107 4.241046 -0.085 -0.018 -0.030
H -1.558488 2.205698 6.901966 -0.007 0.034 0.019
H 1.384618 -2.170649 5.129942 0.005 0.041 0.029
C -1.556060 2.599542 1.225226 -0.193 0.173 0.182
H -0.869776 3.318301 -5.800252 0.091 -0.024 -0.030
O -3.748160 4.969314 0.178996 -0.098 0.046 -0.036
H -3.473221 -1.891224 -3.713403 -0.021 -0.037 -0.005
H -1.998756 4.427940 -5.047043 -0.002 0.025 0.008
H -0.527312 -2.360986 -1.802930 0.015 -0.022 0.015
C -2.306688 1.064085 5.247678 0.059 0.041 0.015
H 3.267633 -2.456995 -2.781139 0.042 0.006 0.022
C 6.659988 0.162450 2.537556 -0.115 -0.073 0.046
H 2.769684 -4.876132 -2.603108 -0.093 0.164 0.083
S 4.673539 -0.679146 4.361005 0.092 -0.021 0.156
H 0.321091 -3.789212 1.316432 0.043 0.033 0.107
H 3.838593 0.669835 -0.106162 0.067 0.022 0.133
H 6.162504 1.116612 -0.679547 0.009 0.026 -0.033
H 0.471193 3.098010 3.186443 0.040 -0.053 0.014
C 2.308056 -4.022301 4.602836 -0.012 -0.007 0.014
H 1.174889 -3.221838 -3.434998 -0.056 0.015 0.024
H 2.866253 -4.071507 5.526942 0.034 0.005 0.010
H 0.396020 -4.630564 -2.656823 -0.002 0.010 0.003
H -2.504514 2.822662 -1.802128 0.039 0.017 -0.002
C 0.320663 0.221817 4.899053 0.063 -0.010 0.040
C 1.162607 1.426922 -5.141160 -0.014 -0.045 0.038
H 4.256136 -3.328683 -1.567874 -0.012 -0.003 0.033
H 0.667143 3.594901 -3.789208 0.022 -0.028 -0.021
H 7.984284 0.842988 0.986044 0.016 0.003 -0.015
H 0.905483 2.395568 -5.557194 -0.068 0.079 -0.026
N 2.354207 -4.172469 -1.990064 -0.044 0.009 0.059
C -2.593492 3.243195 -2.802709 0.058 -0.057 0.024
C -1.312456 1.512954 6.107617 -0.025 0.036 -0.037
H -2.780020 -0.183728 3.580475 0.015 -0.024 -0.010
C 0.791234 -2.823301 3.175014 0.123 -0.133 -0.168
H 3.226753 -1.230203 -0.554685 -0.055 -0.075 -0.035
C -0.212629 3.624450 -3.150079 0.053 -0.038 -0.004
C -0.404024 3.729084 3.262383 -0.093 0.060 0.087
H -3.622674 5.942203 3.460519 -0.038 0.020 0.004
C -1.366286 -1.272629 1.203785 0.170 0.015 -0.562
H -3.324340 1.415846 5.352234 -0.023 0.012 0.010
C 3.258959 -2.969059 -1.818520 0.013 -0.159 -0.040
C -2.405237 -2.132721 1.669829 0.051 0.006 0.030
C -2.579070 -3.445750 3.692871 0.021 0.061 -0.025
Mn 0.226733 0.493517 -0.440824 -0.550 1.332 0.333
H 0.784847 1.462833 6.572565 0.033 0.018 0.044
H 2.545366 3.549801 -0.931939 -0.069 0.055 0.010
N 3.144663 -0.653630 3.869615 -0.183 0.094 -0.104
```
Forces are in eV/Å.

Output
Gap between HOMO and LUMO (alpha / beta): 3.031 / 5.196 eV
HOMO level (alpha / beta): -2.4 / -4.5 eV
Energy: -156466.3055 eV
Total charge: -1
Multiplicity: 6
Strongest force on any atom: 0.02877 Eh/bohr